[1]
This record from the OMol25 dataset describes a molecular structure, C26H14BBrF4LaN5O4S2Se at a distorted geometry. The level of theory is the ωB97M-V functional and the def2-TZVPD basis.

Values from the calculation:
HOMO = -8.7 eV
LUMO energy = -1.19 eV
Strongest force on any atom = 1.26 eV/A
Gap between HOMO and LUMO = 7.55 eV
ΔE to the lowest compared entry with this formula, charge and spin = 11.6 kJ/mol
Net charge = 0

Cartesian coordinates (Å):
La: -0.964 0.012 -0.867
Se: 5.485 -0.141 4.390
N: 5.330 0.149 2.615
C: 4.063 0.048 2.352
C: 3.510 0.244 0.994
C: 4.328 0.571 -0.082
C: 3.771 0.751 -1.326
C: 2.398 0.600 -1.453
N: 1.608 0.299 -0.428
C: 2.148 0.119 0.788
C: 1.232 -0.234 1.916
N: -0.072 -0.369 1.635
C: -0.910 -0.680 2.612
C: -0.495 -0.888 3.923
C: 0.840 -0.749 4.215
C: 1.726 -0.413 3.196
C: 3.179 -0.270 3.447
N: 3.717 -0.431 4.616
H: 5.393 0.680 0.078
H: 4.368 1.009 -2.189
H: 1.918 0.744 -2.414
H: -1.954 -0.778 2.348
H: -1.218 -1.145 4.685
H: 1.219 -0.898 5.219
O: 1.091 3.527 -0.672
S: -0.235 3.038 -0.895
O: -0.416 2.183 -2.088
N: -0.881 2.188 0.329
C: -2.018 2.774 0.823
S: -3.012 2.139 1.959
C: -2.277 4.097 0.130
C: -3.277 5.018 0.380
C: -3.313 6.169 -0.395
C: -2.367 6.396 -1.398
C: -1.361 5.477 -1.652
C: -1.362 4.339 -0.862
H: -4.004 4.825 1.159
H: -4.086 6.907 -0.223
H: -2.425 7.304 -1.983
H: -0.623 5.646 -2.425
Br: 0.033 -8.663 -1.979
C: -0.128 -6.801 -1.707
C: 0.789 -5.945 -2.299
C: 0.660 -4.578 -2.098
C: -0.361 -4.082 -1.301
C: -1.272 -4.951 -0.714
C: -1.163 -6.318 -0.920
C: -0.497 -2.618 -1.072
O: -1.276 -2.212 -0.158
O: 0.170 -1.802 -1.800
H: 1.586 -6.344 -2.911
H: 1.353 -3.889 -2.563
H: -2.068 -4.551 -0.100
H: -1.869 -7.007 -0.477
F: -3.353 -1.289 -1.757
B: -3.269 -0.118 -2.518
F: -1.956 -0.139 -3.130
F: -3.168 0.951 -1.537
F: -4.263 0.098 -3.415

=====

[2]
This record from the OMol25 dataset describes a molecular structure, C26H14Cl2MoN5O4S3. The level of theory is the ωB97M-V functional and the def2-TZVPD basis.

Values from the calculation:
HOMO (spin up / spin down) = -7.7 / -8.0 eV
LUMO energy (spin up / spin down) = -1.15 / -1.45 eV
Strongest force on any atom = 0.91 eV/A
Gap between HOMO and LUMO (spin up / spin down) = 6.57 / 6.58 eV
Spin multiplicity = 2
ΔE to the lowest compared entry with this formula, charge and spin = 61.0 kJ/mol
Net charge = 0

Cartesian coordinates (Å):
Mo: 0.750 -0.049 -0.939
Cl: -2.868 5.557 -2.764
C: -1.719 4.527 -1.983
C: -1.929 3.155 -2.016
C: -1.020 2.319 -1.390
N: -1.076 0.918 -1.364
C: -2.242 0.233 -1.343
O: -3.372 0.672 -1.475
C: -2.015 -1.230 -1.091
C: -3.066 -2.124 -1.117
C: -2.818 -3.453 -0.824
C: -1.525 -3.837 -0.506
C: -0.521 -2.887 -0.496
N: -0.760 -1.601 -0.790
C: 0.116 2.845 -0.759
C: 0.316 4.214 -0.720
C: -0.607 5.050 -1.339
Cl: -0.325 6.756 -1.290
N: 0.924 1.836 -0.189
C: 1.772 2.107 0.852
O: 2.131 3.198 1.244
C: 2.201 0.861 1.578
C: 3.007 0.949 2.692
C: 3.302 -0.214 3.389
C: 2.762 -1.411 2.955
C: 1.964 -1.411 1.823
N: 1.703 -0.302 1.127
H: -2.801 2.752 -2.507
H: -4.049 -1.744 -1.359
H: -3.620 -4.179 -0.839
H: -1.279 -4.864 -0.274
H: 0.507 -3.155 -0.292
H: 1.175 4.637 -0.227
H: 3.369 1.923 2.989
H: 3.937 -0.183 4.265
H: 2.958 -2.347 3.457
H: 1.536 -2.330 1.455
O: 3.708 -4.221 1.853
S: 3.770 -4.446 0.437
O: 3.550 -5.765 -0.069
N: 2.723 -3.381 -0.309
C: 3.363 -2.514 -1.015
S: 2.622 -1.263 -1.959
C: 4.849 -2.668 -1.039
C: 5.797 -1.914 -1.706
C: 7.133 -2.267 -1.559
C: 7.507 -3.344 -0.761
C: 6.554 -4.100 -0.087
C: 5.236 -3.735 -0.248
H: 5.500 -1.076 -2.322
H: 7.896 -1.696 -2.072
H: 8.555 -3.597 -0.664
H: 6.835 -4.939 0.535
S: 0.125 0.310 -4.376
C: 0.448 0.139 -2.887

=====

[3]
This record from the OMol25 dataset describes a molecular structure, C26H14Cl5NPdS at a distorted geometry. The level of theory is the ωB97M-V functional and the def2-TZVPD basis.

Values from the calculation:
HOMO (spin up / spin down) = -7.7 / -7.7 eV
LUMO energy (spin up / spin down) = -2.13 / -2.13 eV
Strongest force on any atom = 1.23 eV/A
Gap between HOMO and LUMO (spin up / spin down) = 5.55 / 5.55 eV
ΔE to the lowest compared entry with this formula, charge and spin = 38.7 kJ/mol
Net charge = 0

Cartesian coordinates (Å):
Pd: 1.623 -1.495 1.871
Cl: -1.513 -2.610 0.612
C: -0.043 -3.182 -0.113
C: 1.183 -2.828 0.428
C: 2.308 -3.344 -0.190
Cl: 3.834 -2.932 0.575
C: 2.281 -4.075 -1.369
Cl: 3.738 -4.586 -2.124
C: 1.038 -4.397 -1.904
Cl: 0.940 -5.318 -3.362
C: -0.123 -3.976 -1.262
Cl: -1.666 -4.423 -1.903
S: 0.901 -2.411 4.014
C: 1.386 -0.798 4.445
C: 1.268 -0.148 5.680
C: 1.777 1.122 5.807
C: 2.399 1.751 4.724
C: 2.461 1.068 3.533
N: 1.952 -0.161 3.407
H: 0.797 -0.661 6.506
H: 1.704 1.636 6.758
H: 2.818 2.743 4.806
H: 2.910 1.494 2.645
C: 0.925 -0.222 0.619
C: 0.156 0.373 -0.169
C: -0.652 1.008 -1.020
C: -1.157 2.358 -0.704
C: -1.366 3.299 -1.713
C: -1.795 4.578 -1.393
C: -2.036 4.915 -0.068
C: -1.831 3.981 0.941
C: -1.380 2.711 0.625
C: -1.031 0.305 -2.270
C: -2.248 0.564 -2.899
C: -2.620 -0.161 -4.021
C: -1.771 -1.136 -4.525
C: -0.556 -1.400 -3.904
C: -0.193 -0.688 -2.775
H: -1.161 3.036 -2.742
H: -1.938 5.309 -2.177
H: -2.381 5.910 0.181
H: -2.020 4.244 1.973
H: -1.209 1.973 1.400
H: -2.919 1.303 -2.484
H: -3.574 0.028 -4.494
H: -2.061 -1.702 -5.401
H: 0.101 -2.168 -4.291
H: 0.747 -0.888 -2.275

=====

[4]
This record from the OMol25 dataset describes a molecular structure, C26H15Cl3NO6S3Sn at a distorted geometry. The level of theory is the ωB97M-V functional and the def2-TZVPD basis.

Values from the calculation:
HOMO (spin up / spin down) = -11.0 / -11.0 eV
LUMO energy (spin up / spin down) = -6.18 / -7.31 eV
Strongest force on any atom = 3.53 eV/A
Gap between HOMO and LUMO (spin up / spin down) = 4.82 / 3.69 eV
ΔE to the lowest compared entry with this formula, charge and spin = 210.1 kJ/mol
Net charge = +1

Cartesian coordinates (Å):
Sn: -0.474 -0.393 0.095
Cl: 6.108 1.544 3.326
C: 4.732 0.726 2.746
C: 4.064 1.233 1.624
C: 2.941 0.594 1.160
Cl: 2.101 1.150 -0.212
C: 2.407 -0.573 1.799
O: 1.361 -1.163 1.403
C: 3.146 -1.056 2.932
Cl: 2.540 -2.451 3.698
C: 4.283 -0.431 3.385
H: 4.451 2.112 1.133
H: 4.828 -0.831 4.226
O: -0.705 1.191 1.497
C: -0.378 2.271 2.284
C: 0.120 3.367 1.392
C: 1.261 4.113 1.364
C: 1.325 4.961 0.239
C: 0.232 4.845 -0.572
S: -0.896 3.705 0.018
C: -1.572 2.746 3.091
C: -1.941 4.021 3.432
C: -3.122 4.052 4.186
C: -3.620 2.797 4.431
S: -2.666 1.565 3.738
C: 0.513 1.854 3.436
C: 0.508 0.598 3.992
C: 1.342 0.485 5.113
C: 1.951 1.665 5.431
S: 1.516 2.927 4.356
H: 2.028 4.073 2.116
H: 2.152 5.618 0.038
H: 0.018 5.379 -1.478
H: -1.407 4.903 3.130
H: -3.592 4.958 4.525
H: -4.512 2.539 4.966
H: -0.069 -0.216 3.594
H: 1.478 -0.426 5.670
H: 2.617 1.863 6.248
O: 2.742 -1.878 -2.543
C: 1.843 -2.154 -1.785
O: 0.751 -1.574 -1.584
C: 2.071 -3.404 -0.878
C: 1.012 -3.985 -0.199
C: 1.229 -5.090 0.612
C: 2.513 -5.576 0.785
C: 3.567 -4.951 0.131
C: 3.360 -3.878 -0.726
N: 4.933 -5.399 0.372
O: 5.101 -6.139 1.312
O: 5.793 -4.977 -0.360
H: 0.014 -3.581 -0.305
H: 0.392 -5.554 1.113
H: 2.717 -6.427 1.422
H: 4.197 -3.437 -1.247

=====

[5]
This record from the OMol25 dataset describes a molecular structure, C26H16Cl2IN3OPdS3. The level of theory is the ωB97M-V functional and the def2-TZVPD basis.

Values from the calculation:
HOMO (spin up / spin down) = -0.2 / -2.4 eV
LUMO energy (spin up / spin down) = 4.13 / 3.34 eV
Strongest force on any atom = 0.36 eV/A
Gap between HOMO and LUMO (spin up / spin down) = 4.31 / 5.75 eV
Spin multiplicity = 3
ΔE to the lowest compared entry with this formula, charge and spin = 0.0 kJ/mol
Net charge = -2

Cartesian coordinates (Å):
Pd: -1.996 1.105 -0.698
Cl: 0.084 5.830 -2.942
C: 0.943 4.471 -2.317
C: 2.297 4.495 -2.239
C: 2.946 3.363 -1.727
Cl: 4.687 3.442 -1.671
C: 2.284 2.201 -1.263
C: 2.955 1.081 -0.759
C: 2.174 -0.019 -0.316
C: 0.818 0.063 -0.386
N: 0.134 1.139 -0.871
C: 0.852 2.201 -1.324
C: 0.129 3.313 -1.896
O: -1.104 3.341 -2.061
H: 2.880 5.349 -2.553
H: 4.033 1.060 -0.705
H: 2.639 -0.909 0.088
H: 0.189 -0.745 -0.033
I: -4.976 2.812 0.158
C: -3.968 0.958 -0.432
H: -4.486 0.706 -1.354
H: -4.274 0.280 0.361
C: -1.891 1.510 1.221
C: -1.783 1.712 2.417
C: -1.764 1.947 3.820
C: -2.852 2.569 4.454
C: -2.847 2.801 5.818
C: -1.759 2.423 6.597
C: -0.675 1.808 5.984
C: -0.674 1.574 4.618
H: -3.698 2.862 3.843
H: -3.704 3.282 6.276
H: -1.757 2.603 7.665
H: 0.184 1.505 6.573
H: 0.173 1.095 4.144
S: -1.460 -5.129 0.038
C: -1.364 -3.792 -0.974
S: -2.501 -2.480 -0.951
C: -1.600 -1.635 -2.193
N: -0.549 -2.287 -2.576
N: -0.419 -3.484 -1.885
C: 0.785 -4.190 -2.144
C: 0.813 -5.576 -2.215
C: 2.014 -6.214 -2.486
C: 3.174 -5.479 -2.688
C: 3.130 -4.093 -2.625
C: 1.938 -3.440 -2.356
S: -2.120 -0.143 -2.864
H: -0.094 -6.135 -2.048
H: 2.037 -7.296 -2.538
H: 4.109 -5.985 -2.895
H: 4.028 -3.508 -2.781
H: 1.885 -2.361 -2.309

=====

[6]
This record from the OMol25 dataset describes a molecular structure, C26H17BrN5O4Pt. The level of theory is the ωB97M-V functional and the def2-TZVPD basis.

Values from the calculation:
HOMO = -4.9 eV
LUMO energy = 2.39 eV
Strongest force on any atom = 0.54 eV/A
Gap between HOMO and LUMO = 7.27 eV
ΔE to the lowest compared entry with this formula, charge and spin = 0.0 kJ/mol
Net charge = -1

Cartesian coordinates (Å):
Pt: 0.824 -0.467 0.357
O: 2.451 0.158 -0.607
C: 3.193 1.114 -0.134
C: 4.234 1.588 -0.975
C: 5.050 2.627 -0.611
C: 4.902 3.258 0.633
C: 3.933 2.789 1.485
C: 3.079 1.719 1.153
C: 2.170 1.284 2.190
N: 1.287 0.366 2.042
N: 0.484 0.028 3.131
C: -0.505 -0.720 2.718
O: -0.727 -1.070 1.497
C: -1.490 -1.185 3.737
C: -1.225 -1.075 5.098
C: -2.162 -1.501 6.026
C: -3.372 -2.035 5.602
C: -3.637 -2.149 4.245
C: -2.697 -1.729 3.314
H: 4.350 1.089 -1.928
H: 5.820 2.963 -1.296
H: 5.537 4.085 0.918
H: 3.809 3.249 2.461
H: 2.245 1.738 3.174
H: -0.281 -0.651 5.411
H: -1.949 -1.416 7.085
H: -4.107 -2.361 6.329
H: -4.578 -2.566 3.909
H: -2.883 -1.815 2.252
N: -0.080 6.316 -1.515
C: -0.379 5.211 -1.624
C: -0.779 3.837 -1.760
C: -1.551 3.429 -2.844
C: -1.949 2.107 -2.907
C: -1.561 1.250 -1.883
N: -0.803 1.630 -0.861
C: -0.416 2.894 -0.799
H: -1.822 4.138 -3.616
H: -2.544 1.741 -3.731
H: -1.846 0.204 -1.887
H: 0.211 3.174 0.042
Br: -2.056 -6.322 -4.716
C: -1.435 -4.567 -4.354
C: -1.558 -3.591 -5.329
N: -1.149 -2.340 -5.138
C: -0.609 -2.038 -3.958
C: -0.443 -2.956 -2.927
C: -0.867 -4.259 -3.133
C: 0.167 -2.575 -1.585
O: 0.547 -3.463 -0.840
O: 0.193 -1.304 -1.409
H: -1.998 -3.828 -6.291
H: -0.283 -1.016 -3.810
H: -0.745 -4.987 -2.343